Here is CHNO4S as an isolated structure at a distorted geometry from the OMol25 dataset. Energies are from the ωB97M-V functional and the def2-TZVPD basis.

Values from the calculation:
- energy above the lowest of the compared OMol25 structures with the same formula, charge and spin (kcal/mol) = 113.9
- HOMO-LUMO gap (alpha / beta) (eV) = 8.656 / 8.652

XYZ file:
```
8
CHNO4S, DFT the ωB97M-V functional and the def2-TZVPD basis
C 0.91 0.50 -0.16
N 0.66 -1.07 0.11
O 1.41 -1.99 0.34
O -0.61 -1.05 0.55
O -1.65 0.70 -1.01
O -1.08 1.53 1.27
S -0.82 0.76 0.11
H 1.17 0.62 -1.21
```

The net atomic charges from natural (NBO), expressed in e, are: number 1, C, carries -0.56; number 2, N, carries 0.47; number 3, O, carries -0.23; number 4, O, carries -0.47; number 5, O, carries -0.85; number 6, O, carries -0.82; number 7, S, carries 2.23; number 8, H, carries 0.22